[1]
Formula: C19H36FNO11S4
Source: the OMol25 dataset
Level of theory: ωB97M-V/def2-TZVPD

Geometry as XYZ:
```
72
Properties=species:S:1:pos:R:3
C 1.7411 3.5127 -2.4493
C 0.7946 2.9797 -1.5872
N -0.0889 1.8866 -1.8656
C 0.5553 0.7782 -2.6154
C 1.8413 0.2892 -1.9888
C 2.8352 -0.1201 -2.8756
C 4.0493 -0.6311 -2.4432
C 4.2823 -0.7260 -1.0822
C 3.3040 -0.3197 -0.1853
C 2.0798 0.1856 -0.6120
C 1.0535 0.5569 0.4316
S -1.4855 2.4120 -2.5587
O -2.2724 3.0195 -1.5439
O -2.0934 1.3485 -3.2732
F -1.1100 3.5818 -3.5259
H 2.6933 3.0213 -2.6347
H 1.5697 4.4860 -2.9026
H 0.6676 3.4292 -0.6037
H -0.1284 -0.0669 -2.6784
H 0.7752 1.0698 -3.6452
H 2.6558 -0.0628 -3.9423
H 4.7818 -0.9269 -3.1801
H 5.2326 -1.0950 -0.7206
H 3.5239 -0.4178 0.8690
H 0.1147 0.0221 0.3153
H 0.8936 1.6267 0.5294
H 1.4458 0.2444 1.3983
C -0.2548 4.1307 4.2654
C 1.0145 4.3042 5.0756
O 1.5108 3.0507 5.5938
S 2.2736 2.0851 4.5892
C 2.9492 0.9993 5.7985
O 3.3297 2.8104 3.9549
O 1.3105 1.3706 3.8071
H -0.0638 3.5851 3.3418
H -0.6704 5.1041 4.0052
H -0.9970 3.5663 4.8303
H 1.7933 4.8005 4.4951
H 0.8163 4.9237 5.9479
H 3.6495 1.5540 6.4163
H 3.4619 0.2011 5.2658
H 2.1382 0.5917 6.3968
C -2.3936 -0.7400 -5.5399
C -2.8986 -2.1617 -5.6550
O -1.8392 -3.0848 -5.9927
S -0.8374 -3.5076 -4.8334
C -0.0836 -4.8562 -5.6758
O -1.5958 -3.9975 -3.7241
O 0.1335 -2.4723 -4.6497
H -1.7311 -0.6279 -4.6865
H -3.2251 -0.0481 -5.4123
H -1.8302 -0.4597 -6.4309
H -3.3958 -2.4826 -4.7385
H -3.6272 -2.2380 -6.4601
H -0.8322 -5.6240 -5.8495
H 0.7085 -5.2354 -5.0341
H 0.3318 -4.4951 -6.6127
C -4.1479 -3.5931 2.9690
C -3.9713 -2.0892 2.9042
O -2.9966 -1.6093 3.8531
S -1.4580 -1.8139 3.5018
C -0.8050 -0.7357 4.7263
O -1.2091 -1.2659 2.2046
O -1.0807 -3.1580 3.8128
H -3.2526 -4.1108 2.6273
H -4.9813 -3.9005 2.3369
H -4.3396 -3.9133 3.9932
H -3.7030 -1.7628 1.8983
H -4.9044 -1.5945 3.1670
H -1.1252 0.2783 4.5071
H 0.2780 -0.8045 4.6782
H -1.1606 -1.0573 5.7024
```

Output
Energy above the lowest of the compared OMol25 structures with the same formula, charge and spin, kcal per mole: 12.74
Spin multiplicity: 1
HOMO energy, eV: -8.23
F_max, eV/A: 2.97
Structure (SMILES): C=CN(Cc1ccccc1C)S(=O)(=O)F.CCOS(C)(=O)=O.CCOS(C)(=O)=O.CCOS(C)(=O)=O
Frontier orbital gap, eV: 7.6


[2]
Formula: C19H36I2O8P2
Source: the OMol25 dataset
Level of theory: ωB97M-V/def2-TZVPD

Geometry as XYZ:
```
67
Properties=species:S:1:pos:R:3
C 3.3945 2.2944 -2.7186
C 2.5543 3.1909 -1.9141
O 2.9426 4.2491 -1.4466
O 1.2888 2.7592 -1.7814
C 0.7512 2.8132 -0.4485
C 1.6163 2.1897 0.5843
C 1.9716 0.7357 0.3603
C 0.8144 -0.1443 -0.0408
C 0.7722 -0.5087 -1.5118
C -0.5698 -1.0692 -1.9527
C -0.5924 -2.6014 -1.8448
P -1.0583 -3.3518 -0.3020
O -2.2538 -2.8763 0.3810
O 0.2153 -3.3339 0.5801
O -1.1878 -4.8462 -0.7271
O -1.5817 -0.4061 -1.1978
C -2.8629 -0.4831 -1.6523
O -3.3948 -1.5432 -2.0029
C -3.6292 0.7987 -1.6551
I -3.9360 1.7024 -3.4925
C -4.1959 1.3595 -0.5950
C -4.9857 2.5954 -0.6329
I -4.0952 0.5059 1.2979
P -0.7748 -0.7679 -3.8062
C -0.3625 0.9893 -4.0252
C 0.6963 -1.5681 -4.5263
H 2.8026 1.7608 -3.4239
H 3.9162 1.6102 -2.0906
H 4.1113 2.8749 -3.2548
H -0.1959 2.3228 -0.4708
H 0.5954 3.8406 -0.2066
H 1.0819 2.2447 1.5067
H 2.5039 2.7620 0.7285
H 2.3126 0.3650 1.3030
H 2.7964 0.6145 -0.3035
H -0.1133 0.2596 0.3047
H 0.9557 -1.0509 0.4963
H 1.0571 0.3408 -2.0954
H 1.5168 -1.2482 -1.6692
H -1.2925 -2.9712 -2.5637
H 0.3518 -3.0171 -2.1056
H 0.1187 -2.7475 1.3338
H -1.8898 -5.2036 -0.1884
H -4.3800 3.3657 -1.0566
H -5.2878 2.8774 0.3414
H -5.8356 2.4793 -1.2682
H 0.6833 1.1924 -4.0133
H -0.7843 1.2912 -4.9546
H -0.8370 1.5622 -3.2699
H 0.4317 -2.5618 -4.8077
H 1.5516 -1.5748 -3.8830
H 0.9409 -1.0330 -5.4113
C 2.1236 -2.0169 5.6448
C 1.8822 -1.1150 4.4481
O 0.5843 -1.2241 3.8937
C -0.5053 -0.9115 4.7418
C -0.4982 0.5098 5.2731
H 1.9463 -3.0581 5.3779
H 3.1526 -1.9134 5.9864
H 1.4703 -1.7710 6.4826
H 2.5609 -1.3928 3.6411
H 2.1023 -0.0714 4.6995
H -0.5720 -1.6341 5.5615
H -1.3913 -1.0605 4.1212
H 0.3669 0.7068 5.9067
H -1.3936 0.6899 5.8663
H -0.4772 1.2237 4.4491
```

Output
Spin multiplicity: 1
HOMO energy, eV: -8.35
F_max, eV/A: 3.61
Structure (SMILES): CC(=O)OCCCCC[C@@](CP(=O)(O)O)(OC(=O)/C(I)=C(/C)I)P(C)C.CCOCC
Frontier orbital gap, eV: 8.4


[3]
Formula: C19H36N4O7PdSi2Te
Source: the OMol25 dataset
Level of theory: ωB97M-V/def2-TZVPD

Geometry as XYZ:
```
70
Properties=species:S:1:pos:R:3
Pd 0.0328 0.7705 0.4598
O 4.1573 0.9050 -0.3537
C 3.0027 1.1410 -0.0233
O 2.2026 0.2951 0.5303
C 2.5234 2.5798 -0.1997
C 3.3879 3.5680 0.1755
C 3.0384 4.9172 0.0434
C 1.8083 5.2687 -0.4494
C 0.9087 4.2885 -0.8488
C 1.2534 2.8786 -0.8137
O 0.5275 1.9528 -1.3225
N -0.3761 4.7730 -1.2869
O -1.2665 3.9867 -1.5945
O -0.5414 5.9794 -1.3623
N 3.9716 5.9488 0.4477
O 5.0404 5.5983 0.9175
O 3.6413 7.1137 0.2952
H 4.3614 3.3088 0.5669
H 1.5252 6.3063 -0.5317
N -2.1426 1.5808 0.0892
C -2.8431 2.3553 1.1364
C -2.2077 2.1136 2.5034
C -0.7912 2.6890 2.5955
C 0.1223 1.8192 3.4537
N 0.2639 0.4764 2.8423
H -1.8591 2.1956 -0.6710
H -2.7452 0.8715 -0.3069
H -3.8945 2.0660 1.1754
H -2.7947 3.4183 0.8949
H -2.1813 1.0313 2.6609
H -2.8334 2.5484 3.2857
H -0.8154 3.7121 2.9745
H -0.3436 2.7369 1.5931
H -0.2840 1.7442 4.4652
H 1.1055 2.2839 3.5190
H -0.3206 -0.2044 3.3065
H 1.2190 0.1441 2.8938
C -2.6129 -4.1936 -1.6374
Si -3.3266 -2.7611 -0.6417
C -3.9314 -1.3851 -1.7854
C -4.6894 -3.3246 0.5335
C -1.9160 -2.0256 0.4017
Te -0.2675 -1.4404 -0.8681
C 1.1165 -2.8503 -0.0501
Si 2.3664 -3.5588 -1.3361
C 4.0823 -2.8439 -1.1728
C 1.6711 -3.2734 -3.0716
C 2.4252 -5.4125 -0.9629
H -3.3245 -4.5865 -2.3648
H -2.3072 -5.0189 -0.9904
H -1.7284 -3.8548 -2.1816
H -4.5469 -1.7792 -2.5951
H -3.0811 -0.8689 -2.2400
H -4.5304 -0.6467 -1.2469
H -5.5645 -3.6783 -0.0158
H -5.0134 -2.5111 1.1856
H -4.3456 -4.1435 1.1686
H -1.5235 -2.7382 1.1276
H -2.2436 -1.1348 0.9400
H 0.4988 -3.6570 0.3466
H 1.6366 -2.3561 0.7707
H 4.0944 -1.7567 -1.0962
H 4.6794 -3.1226 -2.0451
H 4.5875 -3.2299 -0.2846
H 1.6388 -2.2035 -3.2938
H 0.6586 -3.6723 -3.1705
H 2.2955 -3.7433 -3.8329
H 2.6966 -5.5848 0.0811
H 3.1824 -5.8987 -1.5819
H 1.4698 -5.9072 -1.1512
```

Output
Energy above the lowest of the compared OMol25 structures with the same formula, charge and spin, kcal per mole: 17.10
Spin multiplicity: 3
HOMO energy (spin up / spin down), eV: -8.11 / -8.28
F_max, eV/A: 0.97
Frontier orbital gap (spin up / spin down), eV: 7.9 / 6.4


[4]
Formula: C19H36O15
Source: the OMol25 dataset
Level of theory: ωB97M-V/def2-TZVPD

Geometry as XYZ:
```
70
Properties=species:S:1:pos:R:3
C 11.8948 -18.7346 12.5006
C 12.8096 -17.5363 12.2232
O 12.9138 -17.6871 10.8256
C 11.9143 -18.5148 10.3558
O 11.6712 -18.7154 9.1887
O 11.1674 -18.8957 11.3263
H 11.3771 -18.5642 13.4445
H 12.4487 -19.6632 12.6381
H 13.7826 -17.5094 12.7136
H 12.3737 -16.5532 12.4008
C 15.3324 -20.2869 12.6552
C 14.4857 -20.5249 11.3119
O 13.2081 -20.8597 11.8137
C 12.3238 -21.3786 10.9098
O 12.4717 -21.4932 9.6638
O 11.1905 -21.5954 11.5127
C 9.9770 -21.5134 10.6458
H 15.0770 -20.9754 13.4608
H 14.9167 -19.3304 12.9720
H 16.3976 -20.0759 12.5605
H 14.9537 -21.4037 10.8682
H 14.7244 -19.7485 10.5850
H 9.6341 -20.4872 10.5138
H 9.1545 -22.0963 11.0602
H 10.0026 -22.0350 9.6890
C 14.1809 -14.3653 9.1605
C 13.0300 -15.2670 9.7221
O 12.2395 -15.9332 8.8162
C 12.7402 -16.7001 7.9056
O 13.7525 -17.4457 7.9479
O 11.8102 -16.7452 6.9971
C 12.0155 -17.4395 5.7722
H 15.0716 -14.8590 8.7718
H 14.3496 -13.5932 9.9111
H 13.7410 -13.8678 8.2961
H 12.4027 -14.6381 10.3538
H 13.5566 -15.9736 10.3634
H 13.0544 -17.3531 5.4537
H 11.4319 -16.9825 4.9731
H 11.6280 -18.4371 5.9788
C 9.6707 -16.7119 11.5935
C 10.7048 -15.7860 10.9781
O 10.9205 -14.7721 11.9279
C 12.1223 -14.0895 11.9802
O 13.0711 -14.3280 11.3388
O 12.0550 -13.2954 13.0442
C 13.2387 -12.6601 13.4100
H 9.9927 -17.1015 12.5592
H 9.4408 -17.4960 10.8721
H 8.6545 -16.3176 11.6012
H 10.3377 -15.3404 10.0535
H 11.5628 -16.2185 10.4634
H 14.1544 -13.2183 13.2150
H 13.2840 -12.4145 14.4710
H 13.4681 -11.7566 12.8450
C 19.5364 -18.9424 8.1134
C 18.0284 -19.0972 8.5298
O 17.6877 -18.0800 9.4823
C 16.3476 -17.6996 9.7516
O 15.4712 -17.5160 8.9064
O 16.2143 -17.7025 11.0899
C 14.8999 -17.4929 11.7105
H 19.7405 -17.9470 7.7188
H 19.8527 -19.7718 7.4810
H 20.1223 -19.1779 9.0018
H 17.6716 -20.0828 8.8288
H 17.4877 -18.8762 7.6095
H 14.5034 -16.5139 11.4415
H 14.8786 -17.6772 12.7846
H 14.2073 -18.1197 11.1488
```

Output
Energy above the lowest of the compared OMol25 structures with the same formula, charge and spin, kcal per mole: 348.38
Spin multiplicity: 1
HOMO energy, eV: -8.44
F_max, eV/A: 11.90
Frontier orbital gap, eV: 8.8


[5]
Formula: C19H37AlBBeCl8F2KN4O11
Source: the OMol25 dataset
Level of theory: ωB97M-V/def2-TZVPD

Geometry as XYZ:
```
85
Properties=species:S:1:pos:R:3
C -1.7199 0.5833 5.1291
C -2.7490 0.1203 4.1293
O -3.9018 0.4008 4.1970
O -2.2716 -0.7012 3.0963
C -1.6163 0.0572 2.1682
O -1.5392 1.2544 2.3698
C -1.0572 -0.5664 0.9218
C 0.3570 -1.2295 1.0271
B 0.2484 -2.6627 1.7074
O 1.2694 -3.5622 1.5298
N -0.9505 -3.1337 2.4973
C -0.6406 -3.1550 3.8885
C -1.3428 -4.5154 2.1594
C 1.1334 -0.3387 2.0680
O 1.2582 0.8536 1.7971
O 1.5728 -0.8897 3.1442
N 1.0563 -1.3842 -0.2656
C 2.3925 -0.7966 -0.3639
C 3.4996 -1.5804 0.3389
O 4.7452 -1.2471 -0.2874
C 0.2553 -1.3170 -1.4553
C -0.6734 -2.5048 -1.6307
F -0.7080 -2.9378 -3.0536
H -1.2921 1.7415 4.6047
H -2.1438 0.6710 6.1191
H -0.8199 -0.0367 5.1464
H -0.9710 0.2846 0.2501
H -1.7945 -1.2383 0.4809
H 1.4389 -4.1168 2.2971
H 0.2956 -3.7264 4.1404
H -0.5229 -2.0935 4.2337
H -1.4599 -3.5893 4.4793
H -0.6420 -5.2679 2.5382
H -2.2955 -4.7266 2.6459
H -1.4902 -4.6489 1.0924
H 2.4305 0.2590 -0.0897
H 2.6943 -0.8201 -1.4078
H 3.5866 -1.3014 1.3896
H 3.3774 -2.6459 0.1804
H 4.9323 -0.3178 -0.1164
H 0.8966 -1.3549 -2.3375
H -0.3222 -0.3982 -1.5771
H -0.3181 -3.3772 -1.0920
H -1.7140 -2.2869 -1.4155
K 1.3126 -2.6232 4.8975
Be -2.1384 -1.9375 6.0748
C 7.6878 -2.4386 1.9397
Cl 8.7620 -3.1201 3.1715
Cl 6.1427 -2.1186 2.7327
Cl 8.3708 -0.9456 1.3232
Cl 7.4666 -3.5895 0.6319
O -1.9154 4.0240 1.5698
H -1.7639 3.0612 1.6653
F 11.0649 -3.2011 2.9779
C -1.7703 0.8847 -4.4010
Cl -2.6619 2.1950 -5.1402
Cl -0.0781 0.8894 -4.9490
Cl -1.8572 0.9513 -2.6410
H -2.2212 -0.0488 -4.7188
C -4.0788 6.1964 -0.1262
O -4.8705 6.7854 -1.1270
C -4.1560 7.4635 -2.1353
C -4.0296 6.6216 -3.3964
O -3.2319 5.4748 -3.1926
C -3.9722 4.2937 -2.9657
H -4.7044 5.4948 0.4221
H -3.2092 5.6668 -0.5460
H -3.7140 6.9540 0.5796
H -3.1717 7.7744 -1.7764
H -4.7310 8.3598 -2.3828
H -3.5327 7.2233 -4.1614
H -5.0209 6.3469 -3.7667
H -4.3891 3.9171 -3.9034
H -4.7855 4.4548 -2.2520
H -3.2887 3.5537 -2.5562
C 3.2929 -2.4085 -4.3949
O 2.8167 -1.9606 -3.3599
N 3.0696 -3.7038 -4.7866
N 4.0595 -1.6731 -5.2390
H 3.4355 -4.1031 -5.6316
H 2.5194 -4.2787 -4.1764
H 4.2517 -0.7226 -4.9789
H 4.4474 -2.0305 -6.0921
Al -0.5371 -2.5145 -5.1064
Cl -1.3540 3.0754 5.2433
```

Output
Net charge: +2
Spin multiplicity: 1
HOMO energy, eV: -11.37
F_max, eV/A: 8.41
Frontier orbital gap, eV: 1.0


[6]
Formula: C19H37NO4RuSi
Source: the OMol25 dataset
Level of theory: ωB97M-V/def2-TZVPD

Geometry as XYZ:
```
63
Properties=species:S:1:pos:R:3
C -3.2110 0.9675 -2.6031
C -3.2205 -0.4471 -2.4749
C -1.8220 -0.9243 -2.6274
C -1.0180 0.1532 -2.8707
C -1.8109 1.3988 -3.0431
Ru -2.9378 0.5102 -0.5791
N -1.3142 2.4559 -2.2231
C -4.3026 -0.0254 0.9209
C -3.7968 -1.1727 0.2179
H -1.5282 -1.9817 -2.6729
H -4.1245 -1.0467 -2.5430
H 0.0762 0.2245 -2.9158
H -1.7268 1.8817 -4.0593
H -4.0742 1.6750 -2.6830
H -4.4316 -1.6760 -0.5316
H -3.9715 0.1553 1.9505
H -2.0501 3.1709 -2.3373
H -3.0638 -1.8747 0.6287
H -5.3020 0.3415 0.6242
C 2.5604 -2.5577 -2.0000
C 1.4788 -2.4710 -0.9348
C 0.3506 -3.4332 -1.2601
C 2.1300 -2.8517 0.3783
O 0.9269 -1.1294 -0.9311
Si 0.4457 0.0861 0.0668
O -1.1443 0.2724 0.2145
O 1.1644 -0.1926 1.4968
C 0.6533 -0.4529 2.8352
C -0.5153 -1.4153 2.7884
C 1.8091 -1.0555 3.6272
C 0.2057 0.8547 3.4670
O 1.1648 1.3830 -0.6281
C 1.5674 2.7174 -0.2258
C 0.3782 3.6162 -0.0041
C 2.4181 2.6842 1.0321
C 2.3792 3.2516 -1.3866
H 2.9273 -3.5917 -2.0445
H 3.4110 -1.9146 -1.7543
H 2.1869 -2.2883 -2.9915
H 0.6980 -4.4695 -1.1704
H -0.4958 -3.2957 -0.5797
H 0.0035 -3.2800 -2.2858
H 2.9277 -2.1542 0.6500
H 1.4102 -2.9376 1.1949
H 2.5965 -3.8419 0.2733
H -0.2186 -2.3787 2.3671
H -0.8999 -1.6081 3.7994
H -1.3297 -1.0079 2.1818
H 2.6640 -0.3682 3.6513
H 1.4994 -1.2532 4.6633
H 2.1454 -2.0025 3.1870
H 1.0664 1.5033 3.6614
H -0.5107 1.3765 2.8218
H -0.2833 0.6655 4.4325
H -0.2179 3.2801 0.8393
H 0.7473 4.6286 0.2192
H -0.2853 3.6247 -0.8787
H 3.2953 2.0428 0.9100
H 2.7668 3.6994 1.2648
H 1.8438 2.3296 1.8909
H 3.2950 2.6704 -1.5265
H 1.7751 3.1795 -2.2943
H 2.6389 4.2993 -1.1959
```

Output
Energy above the lowest of the compared OMol25 structures with the same formula, charge and spin, kcal per mole: 0.00
Net charge: -1
Spin multiplicity: 6
HOMO energy (spin up / spin down), eV: -1.09 / -3.96
F_max, eV/A: 2.29
Frontier orbital gap (spin up / spin down), eV: 4.0 / 6.8


> Which value of F_max does entry 1 give?

2.97 eV/A